[1]
The following is a DFT calculation (ωB97M-V with the def2-TZVPD basis set) of a structure of composition C28H36N4O2P2Ru at a distorted geometry.

The geometry in XYZ format:
```
73
Properties=species:S:1:pos:R:3
Ru 0.27408 0.25448 5.73414
C -1.10469 1.82195 5.20285
C -1.40388 0.62517 4.49665
C -1.07623 0.49384 3.02294
C 0.29622 -0.16921 2.77500
C 1.25492 -0.04444 3.93674
C 1.61211 1.20247 4.52453
C 1.08352 2.53118 4.00669
C -0.30398 2.94109 4.58900
C 1.19220 -1.43201 6.44187
H -1.79632 2.12150 6.00015
H -2.24039 0.01484 4.85625
H -1.13454 1.46956 2.51327
H -1.85862 -0.13606 2.56890
H 0.11973 -1.24429 2.62126
H 0.75074 0.20320 1.84246
H 1.98737 -0.84838 4.03089
H 2.58239 1.26664 5.03085
H 1.09500 2.55825 2.90315
H 1.80268 3.29507 4.34004
H -0.10618 3.67567 5.38610
H -0.89991 3.47126 3.82876
H 0.93968 -1.63121 7.49462
H 2.28759 -1.33327 6.34664
H 0.85464 -2.27790 5.82128
P 1.29579 -1.24778 -2.82477
P -1.71911 -0.71725 -2.46706
N 2.74167 -0.27150 -2.69886
N 2.09154 -2.49209 -3.79501
N -2.00882 0.98476 -2.18735
N -3.39365 -1.09715 -2.82229
C 0.45689 -0.31420 -4.18907
C -1.06166 -0.59847 -4.19859
C 3.11789 0.37077 -1.50982
C 4.16116 1.24178 -1.79099
C 4.43302 1.14815 -3.19984
C 3.54487 0.22173 -3.73171
C 2.25736 -3.79641 -3.30823
C 2.69648 -4.60750 -4.34518
C 2.82687 -3.78084 -5.51078
C 2.46666 -2.49221 -5.13904
C -1.82958 1.56399 -0.92280
C -1.93520 2.94313 -1.04657
C -2.19131 3.23096 -2.42856
C -2.24536 2.01594 -3.09770
C -4.31729 -0.39311 -3.60260
C -5.41031 -1.21150 -3.84836
C -5.15184 -2.47406 -3.21146
C -3.91350 -2.38365 -2.59890
H 0.88199 -0.55853 -5.17238
H 0.64376 0.75591 -4.00416
H -1.58792 0.15305 -4.80565
H -1.26689 -1.58331 -4.65093
H 2.60068 0.12943 -0.59460
H 4.67899 1.86616 -1.08126
H 5.18992 1.68233 -3.75098
H 3.41414 -0.11673 -4.74715
H 2.03042 -4.00757 -2.27218
H 2.88594 -5.66795 -4.28514
H 3.12292 -4.09206 -6.50120
H 2.44129 -1.58607 -5.72977
H -1.64621 0.92667 -0.06927
H -1.83337 3.66257 -0.24941
H -2.30469 4.20182 -2.88174
H -2.43943 1.80867 -4.14114
H -4.11844 0.62060 -3.91329
H -6.29002 -0.93623 -4.41008
H -5.80625 -3.33297 -3.20606
H -3.33548 -3.09163 -2.02456
O -1.03450 0.39984 7.73136
C -0.11144 1.13648 8.19664
O 0.92803 1.42071 7.50091
H -0.16411 1.53596 9.22257
```

**Charge**: +2
**<S²>**: 6.040
**Spin multiplicity**: 5
**Gap between HOMO and LUMO (spin up / spin down)**: 0.189 / 0.074 Ha

=====

[2]
The following is a DFT calculation (ωB97M-V with the def2-TZVPD basis set) of a structure of composition C32H49IrN4O6P2 at a distorted geometry.

The geometry in XYZ format:
```
94
Properties=species:S:1:pos:R:3
Ir -0.49136 0.07305 0.21104
C 3.73569 -0.02966 2.26004
C 2.61588 -1.07797 2.17723
C 2.86437 -2.22550 3.15218
C 1.25671 -0.42251 2.36215
C 0.94538 0.78468 1.70420
C -0.28486 1.46744 1.94280
C -1.18771 0.98641 2.92793
C -2.37938 1.78940 3.31822
C -0.88218 -0.21987 3.55204
C 0.28590 -0.91149 3.25892
H 4.70052 -0.52911 2.32823
H 3.62456 0.59844 3.14564
H 3.76728 0.61674 1.38132
H 2.63392 -1.49670 1.16340
H 2.78703 -1.89365 4.18958
H 3.87254 -2.60984 3.01000
H 2.17565 -3.05817 3.00146
H 1.72023 1.32249 1.16737
H -0.39921 2.48803 1.59529
H -2.67376 2.48443 2.53356
H -2.13664 2.38137 4.20617
H -3.22051 1.15043 3.58245
H -1.55225 -0.61082 4.30774
H 0.48061 -1.83729 3.78356
O 2.01613 -0.14969 -1.43226
C 2.54373 0.33475 -2.53867
C -0.41065 2.04807 -2.59105
O -0.23718 2.13338 -3.72357
O -0.57215 1.95263 -1.43854
C 2.51041 -0.42108 -3.75032
C 2.65012 0.25370 -4.97836
C 2.67622 -0.46031 -6.16092
C 2.57625 -1.84480 -6.12883
C 2.43353 -2.52754 -4.91780
C 2.37898 -1.82491 -3.73731
C 3.32412 1.52937 -2.36465
C 2.91059 2.52721 -1.45968
C 3.67926 3.65467 -1.28293
C 4.87899 3.78879 -1.97692
C 5.31019 2.79442 -2.84858
C 4.53606 1.66905 -3.05445
H 1.59514 -1.01373 -1.60263
H 2.71037 1.33329 -4.99253
H 2.77753 0.05730 -7.10452
H 2.62033 -2.40640 -7.05305
H 2.39421 -3.60825 -4.90957
H 2.32565 -2.38196 -2.80668
H 1.97596 2.42267 -0.92283
H 3.35052 4.43816 -0.61380
H 5.48209 4.67608 -1.83609
H 6.25496 2.89477 -3.36466
H 4.89359 0.87719 -3.69831
C -1.65368 -3.15640 0.97950
N -2.31601 -3.18394 -0.31907
C -3.44089 -4.12454 -0.40370
P -2.04117 -2.17340 -1.55233
O -0.78110 -1.36196 -1.30176
O -3.31015 -1.17789 -1.70385
P -3.60612 0.05382 -0.71382
O -2.55842 0.12355 0.37823
N -5.02214 -0.28134 -0.00057
C -5.28952 0.13694 1.38744
C -6.19564 -0.53705 -0.84866
N -3.58379 1.32544 -1.72871
C -4.00809 1.27593 -3.13330
C -3.61020 2.66701 -1.13580
N -2.04751 -2.89902 -2.99213
C -3.21250 -3.08386 -3.86562
C -0.90016 -3.74439 -3.33678
H -1.17484 -4.11778 1.17174
H -2.37810 -2.95712 1.77225
H -0.88601 -2.38390 1.00898
H -3.11058 -5.11709 -0.09863
H -3.81619 -4.18912 -1.42348
H -4.25496 -3.80420 0.24914
H -4.96416 1.15901 1.58377
H -4.80361 -0.53371 2.09513
H -6.36342 0.09267 1.54932
H -5.88994 -0.95354 -1.80815
H -6.77312 0.37233 -1.02592
H -6.83380 -1.26860 -0.35617
H -4.06676 0.25021 -3.48580
H -3.28868 1.81339 -3.75383
H -4.98394 1.74930 -3.25364
H -3.29452 2.63273 -0.09338
H -4.61144 3.09945 -1.18976
H -2.93028 3.32448 -1.67888
H -4.05877 -2.50073 -3.51611
H -3.49381 -4.13807 -3.89283
H -2.96173 -2.76527 -4.87750
H -0.07362 -3.56824 -2.64981
H -0.57259 -3.50574 -4.34878
H -1.16982 -4.80130 -3.29242
```

**Charge**: +3
**<S²>**: 0.950
**Spin multiplicity**: 2
**Energy relative to the best compared isomer or geometry (same formula, charge and spin)**: 0.000 eV
**Gap between HOMO and LUMO (spin up / spin down)**: 0.245 / 0.254 Ha

=====

Repeat the first record exactly.
The following is a DFT calculation (ωB97M-V with the def2-TZVPD basis set) of a structure of composition C28H36N4O2P2Ru at a distorted geometry.

The geometry in XYZ format:
```
73
Properties=species:S:1:pos:R:3
Ru 0.27408 0.25448 5.73414
C -1.10469 1.82195 5.20285
C -1.40388 0.62517 4.49665
C -1.07623 0.49384 3.02294
C 0.29622 -0.16921 2.77500
C 1.25492 -0.04444 3.93674
C 1.61211 1.20247 4.52453
C 1.08352 2.53118 4.00669
C -0.30398 2.94109 4.58900
C 1.19220 -1.43201 6.44187
H -1.79632 2.12150 6.00015
H -2.24039 0.01484 4.85625
H -1.13454 1.46956 2.51327
H -1.85862 -0.13606 2.56890
H 0.11973 -1.24429 2.62126
H 0.75074 0.20320 1.84246
H 1.98737 -0.84838 4.03089
H 2.58239 1.26664 5.03085
H 1.09500 2.55825 2.90315
H 1.80268 3.29507 4.34004
H -0.10618 3.67567 5.38610
H -0.89991 3.47126 3.82876
H 0.93968 -1.63121 7.49462
H 2.28759 -1.33327 6.34664
H 0.85464 -2.27790 5.82128
P 1.29579 -1.24778 -2.82477
P -1.71911 -0.71725 -2.46706
N 2.74167 -0.27150 -2.69886
N 2.09154 -2.49209 -3.79501
N -2.00882 0.98476 -2.18735
N -3.39365 -1.09715 -2.82229
C 0.45689 -0.31420 -4.18907
C -1.06166 -0.59847 -4.19859
C 3.11789 0.37077 -1.50982
C 4.16116 1.24178 -1.79099
C 4.43302 1.14815 -3.19984
C 3.54487 0.22173 -3.73171
C 2.25736 -3.79641 -3.30823
C 2.69648 -4.60750 -4.34518
C 2.82687 -3.78084 -5.51078
C 2.46666 -2.49221 -5.13904
C -1.82958 1.56399 -0.92280
C -1.93520 2.94313 -1.04657
C -2.19131 3.23096 -2.42856
C -2.24536 2.01594 -3.09770
C -4.31729 -0.39311 -3.60260
C -5.41031 -1.21150 -3.84836
C -5.15184 -2.47406 -3.21146
C -3.91350 -2.38365 -2.59890
H 0.88199 -0.55853 -5.17238
H 0.64376 0.75591 -4.00416
H -1.58792 0.15305 -4.80565
H -1.26689 -1.58331 -4.65093
H 2.60068 0.12943 -0.59460
H 4.67899 1.86616 -1.08126
H 5.18992 1.68233 -3.75098
H 3.41414 -0.11673 -4.74715
H 2.03042 -4.00757 -2.27218
H 2.88594 -5.66795 -4.28514
H 3.12292 -4.09206 -6.50120
H 2.44129 -1.58607 -5.72977
H -1.64621 0.92667 -0.06927
H -1.83337 3.66257 -0.24941
H -2.30469 4.20182 -2.88174
H -2.43943 1.80867 -4.14114
H -4.11844 0.62060 -3.91329
H -6.29002 -0.93623 -4.41008
H -5.80625 -3.33297 -3.20606
H -3.33548 -3.09163 -2.02456
O -1.03450 0.39984 7.73136
C -0.11144 1.13648 8.19664
O 0.92803 1.42071 7.50091
H -0.16411 1.53596 9.22257
```

**Charge**: +2
**<S²>**: 6.040
**Spin multiplicity**: 5
**Gap between HOMO and LUMO (spin up / spin down)**: 0.189 / 0.074 Ha

=====

What is the spin multiplicity in the second record? 2